Below is C18H26F3N6O as an isolated structure, with properties calculated with ωB97M-V with the def2-TZVPD basis set.

```
! wB97M-V def2-TZVPD RIJCOSX def2/J DEFGRID3
* xyz 1 1
C 4.2167 1.4349 0.4081
H 4.2042 2.3789 0.2836
H 4.4154 0.8172 -0.4700
C 3.0236 0.8477 1.0374
H 3.1997 -0.2917 1.0214
H 2.8976 1.4715 1.9394
C 1.6607 1.3323 0.1084
C 1.7323 2.5835 -0.0342
N 1.1127 3.3874 0.8495
N 0.9838 4.5879 0.3364
N 1.6774 4.7394 -0.5783
N 2.1643 3.4548 -1.0171
C 2.6036 2.9998 -2.5062
C 1.5327 2.5926 -3.1976
H 2.1127 2.3410 -4.3162
H 0.6652 3.4437 -3.4413
O 0.8977 1.3497 -2.9162
C 0.0883 0.7987 -3.7498
H -0.7019 1.2308 -3.7897
H -0.2081 -0.1184 -3.1955
H 0.7553 0.5086 -4.6911
H 3.0033 4.2228 -2.6229
H 3.3757 2.4066 -2.0563
N 0.4403 0.9507 1.0053
H 0.6178 1.4543 1.6988
C 0.5195 -0.5459 1.7444
H 1.2935 -0.4891 2.2529
H 0.7599 -1.3305 1.1518
C -0.8381 -0.5336 2.4251
N -1.9900 -0.6318 1.5456
C -2.3178 -1.8620 1.1050
C -2.4509 -2.9973 1.7786
C -3.0759 -4.1387 1.3841
C -3.4491 -4.2569 -0.1264
C -3.3020 -3.1197 -0.8850
C -2.7507 -1.9446 -0.1190
H -2.5574 -1.2495 -1.0362
H -3.7812 -3.0413 -1.7722
H -3.8131 -5.1471 -0.3368
C -3.1461 -5.1257 2.3941
F -3.8014 -6.3863 1.6990
F -2.0735 -5.3095 2.9379
F -4.0057 -4.9263 3.2386
H -2.3673 -2.8511 2.7525
C -1.7962 0.6327 0.8196
H -2.1349 1.2774 1.5031
H -2.9082 0.5577 0.0801
C -0.7880 0.6828 -0.0799
H -0.5678 1.6454 -0.4736
H -0.4364 0.0996 -0.6625
H -0.8593 0.1043 3.2292
H -0.6938 -1.6473 3.0350
H 1.8318 0.4300 -0.6444
H 5.0293 1.1799 0.9535
*
```

## Properties
Relative energy (zero: lowest compared OMol25 entry of this formula, charge and spin) = 19.996 eV
HOMO = -11.54 eV
Maximum force = 16.51 eV/A
Frontier orbital gap = 8.607 eV